Formula: C16H21Cl5N7S2SiV
Source: the OMol25 dataset
Level of theory: ωB97M-V/def2-TZVPD

LUMO (alpha / beta): 0.08588 / 0.08617 Eh
Kohn-Sham gap (alpha / beta): 7.683 / 7.127 eV
<S²>: 0.842
DFT total energy: -145215.43326 eV
Relative energy (zero: lowest compared OMol25 entry of this formula, charge and spin): 0.0 kcal/mol

Structure (ORCA input):
```
! wB97M-V def2-TZVPD RIJCOSX def2/J DEFGRID3
* xyz -1 2
V -0.1131 1.1873 -0.1650
Cl 5.7410 -1.1861 2.0769
Cl 2.9956 0.7208 -2.1356
Cl 3.2880 -0.6684 3.9286
Cl 0.6507 0.4454 2.7170
Cl 5.5601 -0.5137 -0.9527
S -0.4484 3.2199 0.9199
S 1.1294 -3.0271 0.5012
Si -3.4234 0.2044 -0.3772
N 0.2916 -3.5544 -2.0018
N -0.2827 0.3641 -4.6018
N -0.1867 0.7451 -2.1865
N 0.9725 3.4789 -1.3523
N -1.3795 3.5506 -1.6360
N 2.3388 -2.7985 -1.9010
N -0.5982 -1.8128 -5.7424
C -1.6898 -0.0620 0.2234
C -0.2964 3.1404 -0.8096
C -4.2229 1.6694 0.4996
C 1.2538 -3.1272 -1.1507
C 1.8861 0.5471 0.3433
C 2.0368 0.2274 1.6866
C 0.8042 -3.7051 -3.3584
C -3.5280 0.4527 -2.2418
C 4.2900 -0.5167 1.4281
C -0.2336 0.4920 -3.3227
C -0.4560 -0.8186 -5.1629
C 1.9850 -2.7353 -3.3148
C 3.1951 -0.2880 2.2560
C 4.2059 -0.2049 0.0749
C 3.0222 0.3328 -0.4319
C -4.4976 -1.2949 0.0138
H -2.2590 3.2870 -1.2115
H -1.3050 -0.9956 -0.2229
H 3.0151 -2.1769 -1.4884
H -3.6608 2.5983 0.3896
H -4.2894 1.4702 1.5725
H -1.7332 -0.2300 1.3072
H -0.5209 -4.0153 -1.6356
H -4.5725 0.5263 -2.5577
H 0.0768 -3.4303 -4.1174
H 1.7311 3.2418 -0.7279
H 1.6798 -1.7253 -3.6019
H -3.0093 1.3509 -2.5800
H -4.5087 -1.4967 1.0876
H 2.8091 -3.0520 -3.9505
H 1.1302 3.0695 -2.2664
H -3.0830 -0.3964 -2.7670
H -5.5303 -1.1464 -0.3136
H 1.1506 -4.7304 -3.5311
H -5.2387 1.8342 0.1292
H -4.1112 -2.1869 -0.4854
H -1.3189 3.1131 -2.5507
*
```

Atom charges from the natural (NBO) analysis, given in e for atoms 1 to 8: 1.15, 0.04, 0.01, 0.04, 0.07, 0.03, -0.18, -0.28